{"formula": "C4H6FNO", "method": "the ωB97M-V functional and the def2-TZVPD basis", "fmax_ev_per_a": 2.00, "lumo_ev": 0.59, "smiles": "C=C(F)/C=N\\OC", "homo_energy_ev": -9.12, "multiplicity": 1, "relative_energy_kcal_mol": 70.49, "symbols": ["C", "C", "F", "C", "N", "O", "C", "H", "H", "H", "H", "H", "H"], "positions_angstrom": [[2.7981, -0.2654, 0.0842], [1.5178, 0.0256, -0.0608], [1.1307, 1.3236, -0.0344], [0.3947, -0.9437, -0.0001], [-0.8860, -0.9169, -0.1014], [-1.4973, 0.2913, -0.0281], [-2.9292, 0.2065, 0.0644], [3.4642, 0.5758, 0.1387], [3.0784, -1.3060, 0.0784], [0.6959, -1.9356, 0.1137], [-3.4257, -0.4201, -0.6540], [-3.2501, -0.1250, 1.0510], [-3.2468, 1.2480, -0.0100]], "atomic_forces_ev_per_a": [[-0.631, -0.106, -0.457], [-1.487, 0.537, 1.218], [0.111, -0.186, -0.298], [-0.518, 0.957, -0.839], [0.103, -0.163, 1.037], [-0.095, 0.619, -0.638], [0.365, 0.596, 0.837], [0.509, -0.162, 0.014], [0.371, 0.084, 0.103], [0.786, -1.553, -0.196], [0.236, -0.232, -0.681], [0.281, -0.220, 0.194], [-0.031, -0.170, -0.296]]}

***

{"formula": "C6H9N2O2", "method": "the ωB97M-V functional and the def2-TZVPD basis", "fmax_ev_per_a": 5.38, "lumo_ev": -3.86, "total_charge": 1, "smiles": "O=C=NCC1=C[NH2+]CCO1", "homo_energy_ev": -13.77, "multiplicity": 1, "relative_energy_kcal_mol": 71.08, "symbols": ["O", "C", "N", "C", "C", "C", "N", "C", "C", "O", "H", "H", "H", "H", "H", "H", "H", "H", "H"], "positions_angstrom": [[-4.3706, 1.0847, 0.0030], [-3.5272, 0.2857, 0.0479], [-2.8463, -0.6857, 0.0147], [-1.6071, -1.3833, -0.0990], [-0.3638, -0.5850, 0.0451], [-0.3507, 0.7412, 0.1678], [0.8514, 1.4634, 0.1581], [2.0262, 0.7002, -0.4011], [1.9389, -0.7721, 0.1477], [0.6920, -1.4635, 0.0502], [-1.5107, -1.9390, -0.9647], [-1.6290, -2.0646, 0.6426], [-1.2868, 1.1284, 0.4549], [1.2212, 1.7987, 1.0457], [0.7181, 2.4133, -0.4373], [3.1190, 0.9746, -0.1709], [2.0050, 0.6046, -1.5202], [2.6553, -1.4632, -0.4126], [2.2651, -0.8382, 1.2280]], "atomic_forces_ev_per_a": [[0.097, 0.776, 0.367], [-0.860, -0.470, -0.759], [0.992, -0.402, -0.184], [-0.956, 3.113, 0.285], [0.764, -1.401, 0.136], [-0.532, -2.417, 0.170], [2.606, 4.328, -1.851], [1.192, -3.167, -1.368], [1.880, -1.188, 0.580], [-0.817, 2.378, -0.722], [-0.124, -0.927, -2.212], [0.274, -2.515, 2.664], [-0.531, 1.383, -0.115], [-0.616, 0.116, 0.612], [0.402, -2.543, 1.521], [-2.085, 0.637, 0.220], [-0.578, 0.596, 1.033], [-0.701, 1.343, 0.604], [-0.407, 0.360, -0.980]]}